13
Properties=species:S:1:pos:R:3:forces:R:3:lowdin_charge:R:1 method="wB97M-V/def2-TZVPD" mol_weight_da=121.23 de_lowest_kcal_mol=102.85 lumo_ev="0.45 / -0.49" homo_lumo_gap_ev="8.23 / 7.43"
C -0.435193 0.693843 -1.113120 1.586 -1.026 -0.559 -0.312
C -1.125848 -0.567475 -0.860924 0.442 -0.304 -0.202 -0.002
C 0.913186 0.998866 -0.336233 -1.332 0.750 -0.176 -0.479
N 0.428174 -0.767703 1.538975 -0.727 1.895 -0.706 -0.910
S 1.663001 -0.348443 0.558560 0.121 -0.589 -0.133 0.802
S 0.343206 -2.039452 2.548204 0.824 -0.926 0.291 0.639
H -0.055522 0.774587 -2.151761 -0.668 -0.345 0.070 0.107
H -1.152309 1.456455 -1.010820 -0.578 1.288 0.425 0.082
H -2.169954 -0.491186 -0.796704 -1.297 -0.121 0.303 0.032
H -0.753402 -1.552052 -1.081174 0.444 -0.035 0.068 0.049
H 1.517699 1.251230 -1.190433 1.242 0.012 0.358 0.054
H 0.762196 1.927828 0.237805 0.245 -0.603 0.229 0.082
H 0.064767 -1.336498 3.657624 -0.301 0.004 0.032 -0.145